{"formula": "C6H12O3", "method": "wB97M-V/def2-TZVPD", "symbols": ["C", "C", "O", "C", "C", "C", "C", "O", "O", "H", "H", "H", "H", "H", "H", "H", "H", "H", "H", "H", "H"], "coordinates": [[2.101, 0.002, -0.751], [1.295, -0.630, 0.103], [1.780, -1.399, 1.134], [-0.352, -0.703, 0.053], [-0.807, -1.400, -1.223], [-0.730, 0.734, 0.267], [-0.348, 1.378, 1.581], [-0.549, 1.619, -0.783], [-2.325, 0.404, 0.360], [3.178, -0.142, -0.743], [1.712, 0.648, -1.529], [2.749, -1.455, 1.074], [-0.619, -1.296, 0.930], [-1.846, -1.719, -1.113], [-0.763, -0.760, -2.109], [-0.176, -2.268, -1.438], [0.593, 1.927, 1.494], [-1.129, 2.092, 1.862], [-0.258, 0.646, 2.386], [-0.699, 1.134, -1.608], [-2.806, 1.187, 0.051]], "forces_ev_per_angstrom": [[-0.44, -0.07, -0.17], [-1.21, -0.80, -0.16], [-0.06, -0.07, -0.23], [4.52, 0.22, 0.06], [-0.30, 0.08, 0.02], [-4.44, -0.53, 0.15], [0.06, 0.26, -0.03], [0.17, -0.46, 0.19], [1.78, 1.03, -0.12], [-0.06, 0.11, 0.26], [-0.02, -0.18, 0.10], [-0.35, 0.14, 0.01], [-0.09, 0.29, -0.10], [0.16, 0.03, -0.04], [0.10, 0.03, 0.03], [-0.10, 0.13, 0.14], [-0.04, -0.17, -0.08], [0.14, -0.12, -0.11], [-0.05, -0.01, -0.22], [-0.05, 0.15, 0.15], [0.31, -0.05, 0.17]], "nbo_charge": [-0.57, 0.36, -0.70, -0.30, -0.60, 0.56, -0.66, -0.70, -0.82, 0.20, 0.22, 0.48, 0.25, 0.24, 0.19, 0.23, 0.23, 0.23, 0.23, 0.48, 0.46], "e_above_lowest_kcal_mol": 46.3, "homo_energy_ha": -0.331, "total_energy_ha": -461.49216, "fmax_ev_per_a": 4.5, "homo_lumo_gap_ev": 9.74, "smiles": "C=C(O)[C@H](C)C(C)(O)O", "molar_mass_g_mol": 132.16}